w | {"formula": "C31H46BiFNO6PSi", "method": "ωB97M-V with the def2-TZVPD basis set", "gap_ha": 0.285, "e_homo_ev": -8.1, "species": ["Bi", "O", "C", "O", "C", "C", "C", "C", "C", "N", "C", "O", "O", "H", "H", "H", "H", "H", "C", "Si", "C", "C", "C", "C", "H", "H", "H", "H", "H", "H", "H", "H", "H", "C", "C", "C", "C", "C", "C", "C", "C", "C", "C", "O", "O", "H", "H", "H", "H", "H", "H", "H", "H", "H", "H", "H", "C", "C", "C", "P", "C", "C", "C", "C", "C", "C", "H", "H", "H", "H", "H", "H", "H", "H", "H", "H", "H", "H", "H", "H", "H", "H", "H", "H", "H", "H", "H", "F"], "xyz": [[0.51186, 0.46271, -0.67552], [-0.54369, 0.33954, -5.09346], [-0.39122, 1.30623, -4.23156], [0.65419, 1.77274, -3.84234], [-1.66654, 1.82312, -3.60564], [-2.83757, 2.06006, -4.32191], [-3.92751, 2.57492, -3.64558], [-3.83556, 2.77219, -2.27181], [-2.64021, 2.45428, -1.64696], [-1.57353, 2.02355, -2.30309], [-2.43368, 2.56668, -0.16027], [-3.52215, 2.47225, 0.61916], [-1.34981, 2.74388, 0.33407], [0.29593, -0.24542, -5.02951], [-2.87212, 1.85002, -5.38068], [-4.83899, 2.82126, -4.17358], [-4.66949, 3.18700, -1.72020], [-4.28679, 2.15759, 0.11531], [-4.14768, -3.26636, 0.11616], [-4.32256, -1.52416, -0.52969], [-4.93979, -1.49038, -2.29203], [-5.42411, -0.47291, 0.57323], [-2.64251, -0.77391, -0.48468], [-1.51838, -0.32071, -0.44612], [-5.07809, -3.83244, 0.05844], [-3.81416, -3.25587, 1.15470], [-3.38931, -3.79009, -0.46718], [-5.95152, -1.89091, -2.37127], [-4.28818, -2.08684, -2.93100], [-4.94249, -0.47179, -2.68351], [-6.27757, -1.04061, 0.94659], [-5.82502, 0.38614, 0.03076], [-4.86563, -0.10504, 1.43454], [6.31080, -2.12905, -0.16102], [5.06998, -1.94088, -0.99152], [4.03946, -2.87226, -0.94912], [2.87766, -2.70388, -1.68646], [1.76101, -3.70623, -1.59325], [2.76076, -1.58051, -2.50889], [3.79789, -0.65680, -2.61198], [3.71780, 0.51224, -3.55761], [4.93544, -0.84635, -1.83300], [1.45844, -1.30779, -3.20242], [1.38325, -1.34458, -4.43367], [0.45997, -1.01218, -2.46450], [6.07406, -2.59673, 0.79426], [6.80149, -1.17599, 0.03290], [7.02631, -2.77395, -0.67464], [4.13145, -3.73895, -0.30460], [2.04184, -4.53749, -0.94828], [1.50848, -4.10125, -2.57845], [0.86902, -3.23402, -1.18277], [2.77670, 1.05817, -3.46911], [3.77019, 0.16287, -4.58951], [4.54408, 1.20063, -3.38381], [5.73879, -0.12085, -1.89603], [1.30301, 3.50619, 1.78937], [0.51289, 2.64359, 2.78040], [1.01700, 2.88965, 4.20083], [0.47183, 0.88750, 2.18421], [1.87034, -0.09614, 2.89514], [1.99099, -0.23638, 4.41342], [3.19151, 0.36363, 2.27354], [-1.10034, 0.16652, 2.85731], [-1.57639, 0.65798, 4.22479], [-1.05154, -1.36141, 2.80116], [1.19865, 4.56115, 2.04813], [0.93916, 3.37979, 0.77133], [2.36582, 3.26164, 1.81473], [-0.53765, 2.94301, 2.70896], [2.09386, 2.73459, 4.26151], [0.53614, 2.25534, 4.94076], [0.82146, 3.92935, 4.47291], [1.65100, -1.08548, 2.48517], [2.43585, 0.63980, 4.87883], [2.64008, -1.08687, 4.63211], [1.03397, -0.42920, 4.89205], [3.46344, 1.36672, 2.60630], [3.14862, 0.35029, 1.18354], [3.99584, -0.31295, 2.56771], [-1.83548, 0.50539, 2.11738], [-0.89521, 0.38112, 5.02731], [-2.54041, 0.19418, 4.44488], [-1.71703, 1.73742, 4.24756], [-0.45414, -1.76248, 3.62097], [-0.63536, -1.72411, 1.86153], [-2.06302, -1.75996, 2.89469], [1.22411, -1.26076, 0.21964]]}



x | {"formula": "C31H46BiFNO6PSi", "method": "ωB97M-V with the def2-TZVPD basis set", "gap_ha": 0.312, "e_homo_ev": -8.5, "species": ["Bi", "O", "C", "O", "C", "C", "C", "C", "C", "N", "C", "O", "O", "H", "H", "H", "H", "H", "C", "Si", "C", "C", "C", "C", "H", "H", "H", "H", "H", "H", "H", "H", "H", "C", "C", "C", "C", "C", "C", "C", "C", "C", "C", "O", "O", "H", "H", "H", "H", "H", "H", "H", "H", "H", "H", "H", "C", "C", "C", "P", "C", "C", "C", "C", "C", "C", "H", "H", "H", "H", "H", "H", "H", "H", "H", "H", "H", "H", "H", "H", "H", "H", "H", "H", "H", "H", "H", "F"], "xyz": [[-1.13533, 0.54960, -0.17235], [-1.73973, 5.98094, -1.78685], [-1.65154, 4.77786, -1.19336], [-0.61207, 4.18809, -1.06159], [-2.98463, 4.25732, -0.74773], [-4.17555, 4.82742, -1.16467], [-5.36017, 4.23200, -0.75021], [-5.30269, 3.12743, 0.07526], [-4.05597, 2.64785, 0.46927], [-2.92148, 3.19120, 0.04663], [-3.96044, 1.41914, 1.37123], [-5.05733, 0.90704, 1.68593], [-2.80933, 1.02450, 1.71198], [-0.84580, 6.24657, -2.03532], [-4.16846, 5.69646, -1.80799], [-6.31287, 4.63004, -1.07890], [-6.18884, 2.61920, 0.43046], [-4.57621, -0.92109, 1.63450], [3.29795, -1.80600, 3.37290], [2.24520, -0.31165, 3.72959], [1.30356, -0.51788, 5.32097], [3.32854, 1.20830, 3.77582], [1.03110, -0.05785, 2.37235], [0.23891, 0.14383, 1.47221], [4.06559, -1.92138, 4.14594], [3.80365, -1.70644, 2.40641], [2.70066, -2.72450, 3.34497], [1.97980, -0.54977, 6.18190], [0.72024, -1.44465, 5.31091], [0.60669, 0.31453, 5.46159], [3.90569, 1.25435, 4.70616], [2.72704, 2.12116, 3.70319], [4.03681, 1.20553, 2.93961], [0.92460, -5.88916, 1.41014], [-0.16294, -4.85492, 1.25692], [-0.47181, -3.98103, 2.28864], [-1.48362, -3.03250, 2.16928], [-1.77010, -2.09772, 3.32333], [-2.18687, -2.96298, 0.95961], [-1.89071, -3.82792, -0.10401], [-2.62162, -3.74256, -1.42138], [-0.88818, -4.77006, 0.07151], [-3.20233, -1.88567, 0.76646], [-4.15467, -1.84136, 1.65445], [-3.11637, -1.06109, -0.15334], [1.56583, -5.66896, 2.26417], [1.54529, -5.93683, 0.51401], [0.49082, -6.88105, 1.56198], [0.08896, -4.03248, 3.21937], [-0.98332, -2.17460, 4.07393], [-2.72129, -2.34528, 3.79240], [-1.83458, -1.05893, 2.99868], [-2.30398, -2.84307, -1.95125], [-3.70264, -3.67977, -1.27993], [-2.40069, -4.61253, -2.03962], [-0.65054, -5.44687, -0.74639], [2.58585, -1.30108, -0.67768], [2.27385, -0.63893, -2.02558], [3.57031, -0.37857, -2.79633], [1.14626, 0.82479, -1.83442], [2.12014, 2.39320, -1.70461], [2.89739, 2.90716, -2.91576], [3.01109, 2.29178, -0.45437], [0.20200, 0.86791, -3.43215], [0.98879, 0.63710, -4.72318], [-0.63805, 2.15079, -3.52908], [3.18600, -2.20218, -0.84627], [1.67342, -1.58714, -0.16023], [3.15272, -0.62833, -0.02607], [1.64477, -1.33113, -2.58780], [4.27826, 0.19903, -2.19782], [3.41500, 0.13686, -3.74328], [4.04025, -1.34209, -3.01694], [1.33656, 3.11711, -1.47293], [3.65111, 2.19977, -3.25952], [3.41376, 3.83151, -2.63688], [2.23834, 3.14434, -3.75225], [3.86622, 1.63015, -0.62486], [2.45155, 1.90739, 0.40353], [3.40147, 3.27997, -0.19130], [-0.47514, 0.01708, -3.30651], [1.72490, 1.42184, -4.90567], [0.29355, 0.62955, -5.56773], [1.50246, -0.32527, -4.71673], [-0.00379, 3.03269, -3.65471], [-1.26066, 2.31017, -2.64521], [-1.30598, 2.09164, -4.39199], [-0.58467, -1.26889, -1.10542]]}



Structures ranked by computed energy, the most stable listed first: w, x.



w | {"formula": "C5H9N2", "method": "ωB97M-V with the def2-TZVPD basis set", "gap_ha": [0.276, 0.276], "smiles": "CC(=[NH2+])C=C=CN", "e_homo_ev": [-12.9, -12.9], "charge": 1, "species": ["C", "C", "N", "C", "C", "C", "N", "H", "H", "H", "H", "H", "H", "H", "H", "H"], "xyz": [[1.12140, 2.16333, 1.50813], [0.78456, 0.95494, 0.70315], [1.60936, -0.08139, 0.76088], [-0.34887, 0.98704, -0.05783], [-0.79919, -0.44460, -0.97710], [-1.21809, -1.65452, -1.78447], [-2.02547, -2.61982, -1.36329], [1.91436, 2.72319, 1.00832], [1.48771, 1.88019, 2.49242], [0.26265, 2.81812, 1.62519], [1.42209, -0.90867, 0.21172], [2.43599, -0.05158, 1.33754], [-1.04329, 1.78436, -0.20440], [-0.76775, -1.67639, -2.76488], [-2.32901, -3.32645, -2.01482], [-2.50645, -2.54776, -0.48054]]}



x | {"formula": "C5H9N2", "method": "ωB97M-V with the def2-TZVPD basis set", "gap_ha": 0.402, "smiles": "CN=C=[NH+]C1CC1", "e_homo_ev": -14.7, "charge": 1, "species": ["C", "N", "C", "N", "C", "C", "C", "H", "H", "H", "H", "H", "H", "H", "H", "H"], "xyz": [[3.50749, -0.22348, -0.16181], [2.33116, 0.52836, -0.01509], [1.17335, 0.41645, 0.12589], [-0.09126, 0.51417, 0.20093], [-1.38976, 0.23694, -0.50246], [-2.63104, 0.57151, 0.25732], [-2.23596, -0.87885, -0.02335], [3.78579, -0.45005, 0.89346], [3.06478, -1.02217, -0.70908], [4.29208, 0.35648, -0.68535], [-0.30628, 0.52055, 1.25888], [-1.31622, 0.34340, -1.70784], [-3.42700, 0.92081, -0.40165], [-2.60924, 0.91438, 1.23202], [-1.96278, -1.50160, 0.74750], [-2.93470, -1.29913, -0.84114]]}



y | {"formula": "C5H9N2", "method": "ωB97M-V with the def2-TZVPD basis set", "gap_ha": 0.344, "smiles": "[NH+]#CCC[C@@H]1CN1", "e_homo_ev": -13.8, "charge": 1, "species": ["N", "C", "C", "C", "C", "C", "N", "H", "H", "H", "H", "H", "H", "H", "H", "H"], "xyz": [[-2.24677, -1.35761, -0.54069], [-1.33444, -1.19962, 0.17353], [-0.56401, -0.75236, 1.37260], [0.14567, 0.57887, 1.06126], [1.15332, 0.38604, -0.04499], [0.93166, 1.23547, -1.28226], [0.49956, -0.17879, -1.17939], [-2.60857, -1.53436, -1.55544], [-1.19901, -0.50170, 2.26429], [0.14884, -1.60399, 1.67972], [-0.60359, 1.28286, 0.95311], [0.67777, 1.03724, 1.99000], [2.11716, 0.02266, 0.34536], [0.18191, 1.99919, -1.25865], [1.71624, 1.36181, -2.12063], [0.98425, -0.77571, -1.85783]]}



z | {"formula": "C5H9N2", "method": "ωB97M-V with the def2-TZVPD basis set", "gap_ha": 0.414, "smiles": "Cc1[nH]cc[n+]1C", "e_homo_ev": -14.1, "charge": 1, "species": ["C", "C", "N", "C", "C", "N", "C", "H", "H", "H", "H", "H", "H", "H", "H", "H"], "xyz": [[1.20930, -1.45892, 0.22346], [-0.06247, -0.62173, 0.09409], [-1.35186, -1.02834, -0.01587], [-2.11406, 0.04480, -0.21882], [-1.33857, 1.16897, -0.14045], [-0.07343, 0.66291, 0.00530], [1.14419, 1.41661, 0.04758], [1.04619, -2.53339, 0.48998], [1.80901, -1.59978, -0.70321], [1.83647, -0.93259, 0.88437], [-1.76417, -1.97220, -0.18084], [-3.15654, 0.05748, -0.13327], [-1.67157, 2.15273, -0.37314], [1.86053, 0.71528, -0.20040], [1.31214, 2.07250, -0.83146], [1.31482, 1.85567, 1.05268]]}



Structures ranked by computed energy, the most stable listed first: z, y, x, w.



w | {"formula": "C5H9N2", "method": "ωB97M-V with the def2-TZVPD basis set", "gap_ha": 0.339, "smiles": "[H]/N=C(\\C)CC=C=[NH2+]", "e_homo_ev": -13.7, "charge": 1, "species": ["H", "N", "C", "C", "C", "C", "C", "N", "H", "H", "H", "H", "H", "H", "H", "H"], "xyz": [[2.01319, 1.42712, 0.27861], [1.05781, 1.10523, 0.23153], [0.90032, -0.01068, -0.37185], [2.12500, -0.75646, -0.85791], [-0.38823, -0.54560, -0.70511], [-1.32748, 0.54362, -0.37863], [-1.78552, 0.53387, 0.80006], [-2.18049, 0.55271, 1.97563], [1.83447, -1.72274, -1.28716], [2.71269, -0.93809, -0.01094], [2.54269, -0.10673, -1.60222], [-0.79226, -1.28800, -0.08083], [-0.37615, -1.03963, -1.77810], [-1.57302, 1.24195, -1.16286], [-1.82448, 1.03702, 2.72377], [-2.93853, -0.03359, 2.22603]]}



x | {"formula": "C5H9N2", "method": "ωB97M-V with the def2-TZVPD basis set", "gap_ha": [0.185, 0.187], "e_homo_ev": [-12.9, -12.9], "charge": 1, "species": ["C", "C", "C", "C", "C", "N", "N", "H", "H", "H", "H", "H", "H", "H", "H", "H"], "xyz": [[-1.88741, 0.89345, -0.61869], [-2.81586, -0.64066, 0.75113], [2.76074, 0.48997, 0.20376], [1.76061, -0.63820, 0.22786], [-1.54379, -0.33185, 0.14628], [-2.42643, 0.73644, 0.68642], [2.02568, 0.00672, -0.98715], [-1.20455, 1.63185, -0.79766], [-2.29632, 0.66516, -1.49055], [-3.43350, -1.13215, 0.04619], [-2.80095, -1.10489, 1.73176], [2.54336, 1.42531, 0.64085], [3.84499, 0.46230, 0.20170], [2.18262, -1.68523, 0.37326], [0.71958, -0.33624, 0.59073], [2.57122, -0.44198, -1.70590]]}



Structures ranked by computed energy, the most stable listed first: w, x.



w | {"formula": "C5H9N2", "method": "ωB97M-V with the def2-TZVPD basis set", "gap_ha": [0.234, 0.293], "e_homo_ev": [-12.6, -13.5], "charge": 1, "species": ["C", "C", "C", "C", "C", "N", "N", "H", "H", "H", "H", "H", "H", "H", "H", "H"], "xyz": [[0.40039, -1.69028, 0.36393], [0.65604, 0.71689, 1.44008], [1.58557, 0.76235, 0.39123], [0.28927, -0.21097, 0.19246], [-1.58708, 1.17197, -0.77521], [-0.77521, 0.04001, -0.53445], [0.27064, -2.51342, -0.59425], [0.75129, 0.15624, 2.24665], [-0.08120, 1.45205, 1.45292], [1.48235, 1.44232, -0.33938], [2.39589, 0.07326, 0.51256], [-2.48081, 1.01501, -0.17613], [-2.22771, 1.02482, -1.65190], [-1.06042, 2.09747, -0.56646], [0.15575, -3.48636, -0.35379], [0.22522, -2.05135, -1.60825]]}



x | {"formula": "C5H9N2", "method": "ωB97M-V with the def2-TZVPD basis set", "gap_ha": 0.415, "smiles": "[H]/N=C(\\C)[C@H]1[C@@H]2[NH2+][C@@H]21", "e_homo_ev": -14.5, "charge": 1, "species": ["H", "N", "C", "C", "C", "C", "N", "C", "H", "H", "H", "H", "H", "H", "H", "H"], "xyz": [[-0.52190, 1.85584, -1.98295], [-0.18791, 1.40530, -1.13660], [-0.78675, 0.32214, -0.85386], [-1.93071, -0.45329, -1.35063], [-0.16555, -0.25632, 0.40574], [1.47335, -0.36844, 0.33492], [1.64525, -0.26470, 1.78809], [0.75195, 0.66034, 1.10115], [-1.91566, -1.42676, -1.09124], [-1.87545, -0.33229, -2.44321], [-2.80376, -0.22704, -0.89061], [-0.54423, -1.14432, 1.00573], [2.26824, -0.33744, -0.40668], [1.22167, -1.11922, 2.16042], [2.53339, -0.02110, 2.13163], [0.83808, 1.70729, 1.22809]]}



Structures ranked by computed energy, the most stable listed first: x, w.